H30O15 | the ωB97M-V functional and the def2-TZVPD basis

Last column: Löwdin charge in e.
Geometry (Å):
O 0.2613 0.4956 1.2723  -0.063
H 0.8053 -0.2790 1.2456  -0.020
H -0.4097 0.3925 0.5911  0.017
O -0.9408 -1.0090 -3.8565  -0.057
H -0.4779 -0.5807 -4.5885  0.060
H -0.8740 -1.9920 -4.0101  0.087
O -2.2059 -2.3555 2.4300  -0.077
H -1.3772 -2.0351 2.0512  0.008
H -2.7695 -2.8343 1.7996  0.034
O -3.1231 0.4917 1.0806  -0.042
H -3.3352 -0.4171 1.2933  0.020
H -3.5548 1.2114 1.5469  0.044
O -1.3181 -3.8552 0.4679  -0.057
H -1.6806 -4.7403 0.3607  0.053
H -0.6664 -3.4275 -0.0916  0.032
O 3.3575 0.3036 0.7409  -0.044
H 3.4866 -0.0706 1.6181  0.033
H 4.0746 0.0397 0.1371  0.074
O 3.3668 3.5719 -1.5791  -0.081
H 2.8998 3.0305 -2.2200  0.005
H 2.6911 4.0994 -1.0772  0.065
O 1.9484 1.0468 -1.7573  -0.053
H 1.9724 0.0802 -1.7561  0.013
H 2.0795 1.4718 -0.9107  0.013
O 1.4892 -0.2251 3.9459  -0.028
H 0.7821 0.3975 4.0878  0.060
H 2.1006 -0.5687 4.5847  0.054
O -2.7410 0.5151 -2.3974  -0.053
H -2.7789 -0.2720 -2.9637  0.046
H -3.6581 0.6346 -2.1521  0.063
O -0.8571 -0.7695 -0.6915  -0.075
H -1.6570 -0.3368 -1.0801  0.029
H -0.3603 -0.6557 -1.5278  0.040
O -2.4531 3.4124 -1.9951  -0.079
H -2.6169 3.8110 -1.0971  0.064
H -2.2492 2.4958 -2.1107  -0.027
O -0.2688 2.8813 1.0830  -0.093
H 0.3212 2.1073 1.2270  -0.013
H -1.0798 2.5810 1.5047  0.010
O 1.9193 -1.8928 -0.6758  -0.066
H 1.5333 -1.1280 -0.2533  -0.030
H 2.5009 -2.4792 -0.1954  0.039
O 1.7026 -2.2231 1.8655  -0.121
H 2.1032 -1.3222 2.2548  0.061
H 0.8742 -1.9263 2.3556  0.052

Computed properties:
HOMO-LUMO gap, Ha: 0.378
E_HOMO, Eh: -0.3770
Relative energy (zero: lowest compared OMol25 entry of this formula, charge and spin), kJ/mol: 363.45

C46H64GeN4O2P3SW | the ωB97M-V functional and the def2-TZVPD basis

Last column: Löwdin spin population.
Geometry (Å):
W -1.0338 0.5981 0.6185  0.884
C -0.9125 1.3744 -4.2924  -0.001
C -1.1270 1.7410 -2.8187  -0.002
C 0.1326 2.4227 -2.3047  0.000
P -1.7391 0.3172 -1.8046  -0.005
C -1.1041 -1.2010 -2.5597  0.005
N 0.3187 -1.2771 -2.3029  -0.005
Ge 1.0977 -0.6533 -0.6454  0.004
N 1.6458 -2.1221 0.3898  0.000
C 0.9185 -2.5191 1.5491  0.002
P -0.7358 -1.7574 1.6411  0.021
C -1.1671 -2.2060 3.3891  -0.001
C -0.3677 -1.3888 4.4051  0.001
C -0.9436 -3.7055 3.6517  -0.001
C -1.8944 -2.7214 0.5497  0.018
C -1.2564 -3.9566 -0.0918  0.002
C -3.2329 -3.0494 1.2143  0.002
C 2.5490 -3.0535 -0.1210  0.000
C 2.8565 -4.2705 0.4940  0.001
C 3.6964 -5.1785 -0.1310  0.000
C 4.2406 -4.9073 -1.3741  0.001
C 3.9768 -3.6846 -1.9709  0.000
C 3.1693 -2.7570 -1.3338  0.001
N 2.9364 -1.4252 -1.8666  0.000
C 2.5065 -1.4706 -3.2473  0.000
C 3.3749 -1.5231 -4.3216  0.000
C 2.8887 -1.7612 -5.5988  0.000
C 1.5365 -1.9875 -5.7703  0.000
C 0.6549 -1.8861 -4.7032  0.000
C 1.1224 -1.5529 -3.4294  0.000
C 4.0152 -0.4959 -1.6070  0.000
C 5.3275 -0.7402 -1.9704  0.000
C 6.2989 0.2312 -1.7827  0.000
C 5.9318 1.4453 -1.2363  0.000
C 4.6276 1.6794 -0.8227  0.000
C 3.6520 0.6907 -0.9655  0.000
N 2.3405 0.7910 -0.4631  -0.003
C 2.1844 1.9837 0.3309  0.001
P 0.7509 2.1603 1.4642  0.014
C 1.3715 1.8169 3.1706  0.006
C 0.3402 1.9760 4.2901  0.000
C 2.6060 2.6551 3.5507  0.001
C 0.2055 3.9202 1.2990  0.004
C 1.3470 4.9395 1.2192  0.000
C -0.7820 4.3012 2.4046  0.000
C -3.5774 0.3926 -1.9050  -0.002
C -4.0880 0.1194 -3.3270  -0.001
C -4.2936 -0.5258 -0.9211  0.001
H -0.7108 2.2888 -4.8517  0.000
H -1.7660 0.8895 -4.7590  0.000
H -0.0444 0.7226 -4.4048  0.000
H -1.9643 2.4428 -2.7245  0.000
H 1.0227 1.8191 -2.4863  0.000
H 0.0787 2.6577 -1.2427  0.000
H 0.2506 3.3715 -2.8309  0.000
H -1.3008 -1.0848 -3.6236  0.000
H -1.6708 -2.0850 -2.2470  0.000
H 1.4379 -2.3197 2.4961  0.000
H 0.7131 -3.5945 1.5385  0.000
H -2.2311 -2.0055 3.5065  0.000
H 0.6037 -1.8463 4.5958  0.000
H -0.9004 -1.3460 5.3554  0.000
H -0.1992 -0.3665 4.0758  0.001
H 0.1182 -3.9485 3.6816  0.000
H -1.4233 -4.3574 2.9235  0.000
H -1.3516 -3.9545 4.6323  0.000
H -2.1176 -2.0150 -0.2539  0.005
H -1.0360 -4.7254 0.6503  0.000
H -0.3338 -3.7167 -0.6249  0.000
H -1.9603 -4.3944 -0.8021  0.000
H -3.1361 -3.8116 1.9846  0.000
H -3.9100 -3.4465 0.4566  0.000
H -3.7067 -2.1723 1.6593  0.000
H 2.4649 -4.5253 1.4682  0.000
H 3.9151 -6.1149 0.3650  0.000
H 4.8735 -5.6303 -1.8689  0.000
H 4.3871 -3.4566 -2.9451  0.000
H 4.4357 -1.3886 -4.1680  0.000
H 3.5685 -1.8078 -6.4378  0.000
H 1.1458 -2.2398 -6.7472  0.000
H -0.3850 -2.0969 -4.9018  0.000
H 5.5981 -1.6980 -2.3909  0.000
H 7.3231 0.0404 -2.0707  0.000
H 6.6668 2.2289 -1.1073  0.000
H 4.4149 2.6491 -0.3967  0.000
H 2.1883 2.8831 -0.2949  0.000
H 3.0512 2.0846 0.9909  0.000
H 1.6858 0.7682 3.0870  0.002
H 0.2806 3.0155 4.6056  0.000
H 0.6732 1.3977 5.1522  0.000
H -0.6638 1.6488 4.0267  0.000
H 2.3242 3.6930 3.7278  0.000
H 3.4192 2.6285 2.8300  0.000
H 3.0018 2.2687 4.4908  0.000
H -0.3285 3.9455 0.3486  0.000
H 2.0271 4.8856 2.0686  0.000
H 0.9078 5.9383 1.2221  0.000
H 1.9283 4.8543 0.3030  0.000
H -0.2600 4.5452 3.3298  0.000
H -1.5133 3.5199 2.6227  0.000
H -1.3264 5.1931 2.0926  0.000
H -3.8067 1.4348 -1.6614  0.000
H -3.8086 -0.8804 -3.6660  0.000
H -3.7391 0.8498 -4.0514  0.000
H -5.1775 0.1654 -3.3245  0.000
H -4.1861 -1.5739 -1.2089  0.000
H -5.3594 -0.2954 -0.9393  0.000
H -3.9517 -0.4128 0.1089  0.000
O -3.1146 3.9874 -0.4822  0.030
C -2.9920 3.0700 0.2833  0.008
O -1.9661 2.2267 0.1722  0.061
C -3.9255 2.7623 1.3986  -0.003
C -5.0090 3.6256 1.5462  0.000
C -5.9295 3.4486 2.5646  -0.004
C -5.7721 2.3934 3.4503  0.001
C -4.6997 1.5269 3.3145  -0.004
C -3.7621 1.7004 2.2968  -0.003
S -2.4838 0.4508 2.3877  -0.037
H -5.1077 4.4384 0.8392  0.000
H -6.7642 4.1286 2.6631  0.000
H -6.4843 2.2402 4.2500  0.000
H -4.5918 0.7026 4.0086  0.000

Computed properties:
HOMO-LUMO gap (alpha / beta), Ha: 0.185 / 0.195
Net charge: +2
E_HOMO (alpha / beta), Eh: -0.4446 / -0.4445
Expectation value of S²: 0.765
Spin multiplicity: 2

no.,DFT total energy (a.u.)
1,-1146.50164
2,-5726.63474